(1)
ORCA calculation (ωB97M-V with the def2-TZVPD basis set) on C37H49BClIrN8S4 as an isolated structure at a distorted geometry.

relative energy (zero: lowest compared OMol25 entry of this formula, charge and spin)	288.6	kcal per mole
multiplicity	2
frontier orbital gap (alpha / beta)	6.005 / 6.419	eV
total charge	+1
maximum force	1.5	eV/A

Cartesian coordinates (Å):
Ir: -1.507 -1.509 -0.615
C: 5.838 -1.425 0.506
C: 5.280 -0.926 1.839
C: 3.988 -1.666 2.164
C: 6.294 -1.143 2.962
N: 5.006 0.521 1.716
C: 6.001 1.472 1.521
C: 5.373 2.659 1.408
N: 4.017 2.404 1.530
B: 2.863 3.370 1.339
N: 1.788 3.014 2.397
C: 1.887 3.364 3.722
C: 1.019 2.600 4.418
N: 0.386 1.763 3.513
C: 0.893 2.041 2.299
S: 0.427 1.360 0.749
C: -0.588 0.679 3.858
C: -1.904 0.924 3.126
C: -0.842 0.713 5.361
C: 0.032 -0.664 3.484
N: 2.229 3.116 -0.088
C: 2.931 3.752 -1.137
C: 2.788 3.624 -2.460
N: 1.935 2.902 -3.301
C: 1.295 2.265 -0.411
S: -0.055 -0.580 -2.383
C: -0.691 3.523 -4.176
C: -0.432 -1.374 -3.967
C: 0.076 3.942 -5.386
C: -1.918 2.662 -4.334
C: 3.773 1.076 1.732
S: 0.693 -2.066 -1.182
H: 6.058 -2.492 0.568
H: 6.760 -0.904 0.243
H: 5.110 -1.265 -0.290
H: 4.213 -2.731 2.248
H: 3.240 -1.515 1.387
H: 3.567 -1.316 3.106
H: 6.454 -2.211 3.111
H: 5.926 -0.713 3.894
H: 7.259 -0.692 2.730
H: 7.050 1.235 1.489
H: 5.774 3.647 1.262
H: 3.179 4.527 1.438
H: 2.582 4.114 4.055
H: 0.804 2.579 5.468
H: -2.318 1.899 3.387
H: -2.616 0.153 3.423
H: -1.794 0.863 2.044
H: -1.286 1.657 5.680
H: 0.069 0.528 5.930
H: -1.546 -0.084 5.597
H: 0.178 -0.776 2.409
H: -0.638 -1.464 3.805
H: 0.996 -0.788 3.979
H: 3.738 4.384 -0.794
H: 3.527 4.135 -3.067
H: 0.449 -1.342 -4.606
H: -1.255 -0.834 -4.438
H: -0.729 -2.404 -3.787
H: 1.141 3.730 -5.236
H: -0.024 5.016 -5.540
H: -0.275 3.414 -6.268
H: -1.980 1.899 -3.552
H: -1.923 2.163 -5.299
H: -2.811 3.284 -4.254
S: -3.845 -3.130 2.846
C: -2.377 -4.012 2.786
C: -1.561 -3.613 1.769
C: -2.112 -2.552 0.987
C: -3.360 -2.213 1.467
C: -4.063 -1.140 0.824
C: -5.328 -0.649 1.161
C: -5.855 0.413 0.462
C: -5.114 0.981 -0.573
C: -3.880 0.444 -0.865
N: -3.354 -0.591 -0.197
H: -2.195 -4.788 3.514
H: -0.590 -4.055 1.593
H: -5.876 -1.113 1.970
H: -6.832 0.802 0.715
H: -5.490 1.818 -1.144
H: -3.261 0.838 -1.661
C: -4.611 -5.938 -4.341
C: -3.910 -4.909 -3.503
C: -2.823 -5.237 -2.703
C: -2.193 -4.255 -1.960
N: -2.584 -2.979 -1.976
C: -3.631 -2.655 -2.737
C: -4.313 -3.576 -3.506
H: -4.424 -6.944 -3.970
H: -4.255 -5.890 -5.372
H: -5.686 -5.765 -4.356
H: -2.465 -6.257 -2.647
H: -1.344 -4.479 -1.327
H: -3.932 -1.614 -2.714
H: -5.160 -3.256 -4.099
Cl: 0.447 2.657 -2.777
C: -0.569 4.250 -2.941
H: -1.360 4.265 -2.200
H: 0.156 5.052 -2.851

---

(2)
ORCA calculation (ωB97M-V with the def2-TZVPD basis set) on an isolated molecule of C6H6O2 at a distorted geometry.

relative energy (zero: lowest compared OMol25 entry of this formula, charge and spin)	58.0	kcal per mole
SMILES	CC(=C=O)/C=C\C=O
frontier orbital gap	8.238	eV
total charge	0
maximum force	4.6	eV/A

Cartesian coordinates (Å):
C: 0.841 0.488 -2.009
C: 0.654 -0.067 -0.727
C: -1.261 1.353 -0.292
C: -0.183 1.482 -2.324
C: -0.347 0.518 0.084
C: -0.493 0.009 1.506
O: -2.128 2.106 -0.305
O: -1.179 1.259 -2.924
H: 1.415 0.174 -2.842
H: 1.212 -0.874 -0.279
H: 0.154 2.454 -2.200
H: 0.516 -0.234 1.784
H: -0.957 -1.002 1.500
H: -0.930 0.662 2.292

---

(3)
ORCA calculation (ωB97M-V with the def2-TZVPD basis set) on an isolated ion of composition C2H8N4 and charge +2 at a distorted geometry.

relative energy (zero: lowest compared OMol25 entry of this formula, charge and spin)	99.1	kcal per mole
SMILES	C=N/C=[NH+]\N[NH3+]
frontier orbital gap	10.560	eV
total charge	+2
maximum force	5.9	eV/A

Cartesian coordinates (Å):
C: 0.948 -0.510 -1.219
C: -1.007 -1.806 -2.081
N: -0.181 -1.075 -1.553
N: 1.148 0.221 -0.141
N: 0.284 0.041 1.022
N: -0.472 1.248 1.458
H: 1.814 -0.200 -1.921
H: -2.102 -1.428 -2.413
H: -0.882 -2.909 -2.146
H: 2.091 0.464 -0.056
H: 0.796 -0.385 1.804
H: -0.953 0.936 2.268
H: -1.020 1.498 0.678
H: 0.231 2.008 1.864

---

(4)
ORCA calculation (ωB97M-V with the def2-TZVPD basis set) on C39H49N4SeSiV as an isolated structure at a distorted geometry.

multiplicity	4
frontier orbital gap (alpha / beta)	3.636 / 5.204	eV
total charge	-1
maximum force	3.4	eV/A

Cartesian coordinates (Å):
V: -0.563 -0.269 -0.728
C: -0.469 0.136 1.272
Si: -0.955 -1.523 2.037
C: -2.361 -1.985 0.752
N: -1.907 -1.865 -0.676
C: -1.201 -3.035 -1.231
C: -1.991 -3.707 -2.361
C: -3.498 -3.796 -2.023
C: -4.105 -2.440 -1.566
C: -3.016 -1.386 -1.583
C: -1.596 -1.922 3.819
C: -0.767 -2.608 4.744
C: -1.299 -3.201 5.879
C: -2.665 -3.094 6.183
C: -3.449 -2.316 5.342
C: -2.943 -1.741 4.185
C: 0.554 -2.603 1.828
C: 0.436 -4.010 1.827
C: 1.536 -4.808 1.515
C: 2.802 -4.221 1.366
C: 2.897 -2.813 1.349
C: 1.795 -1.992 1.573
H: 0.556 0.427 1.524
H: -1.143 0.937 1.610
H: -3.217 -1.313 0.841
H: -2.761 -3.000 0.928
H: -1.015 -3.728 -0.412
H: -0.181 -2.697 -1.553
H: -1.577 -4.706 -2.437
H: -1.795 -3.233 -3.316
H: -3.659 -4.560 -1.270
H: -4.044 -4.147 -2.897
H: -4.579 -2.499 -0.570
H: -4.900 -2.118 -2.256
H: -3.323 -0.411 -1.192
H: -2.567 -1.250 -2.578
H: 0.309 -2.712 4.518
H: -0.649 -3.706 6.567
H: -3.115 -3.555 7.069
H: -4.516 -2.147 5.597
H: -3.601 -1.155 3.535
H: -0.530 -4.452 2.100
H: 1.431 -5.888 1.465
H: 3.683 -4.848 1.255
H: 3.849 -2.348 1.126
H: 1.915 -0.921 1.624
C: -0.345 4.102 -1.759
N: -0.723 4.158 -0.366
C: -1.784 3.492 0.195
Se: -2.830 2.240 -0.705
N: -1.936 3.933 1.485
C: -0.901 4.836 1.796
C: -0.610 5.531 2.950
C: 0.507 6.381 2.936
C: 1.261 6.513 1.776
C: 0.961 5.823 0.599
C: -0.141 4.970 0.608
H: -1.168 4.405 -2.425
H: -0.076 3.078 -2.007
H: 0.512 4.731 -1.932
H: -2.724 3.681 2.090
H: -1.248 5.381 3.843
H: 0.747 6.944 3.845
H: 2.161 7.138 1.781
H: 1.504 5.952 -0.324
C: 2.958 2.471 0.709
C: 3.725 1.750 -0.404
C: 4.261 0.364 -0.017
C: 2.987 1.728 -1.736
C: 3.556 2.545 -2.696
C: 3.240 2.478 -4.052
C: 2.286 1.565 -4.448
C: 1.617 0.770 -3.531
C: 0.616 -0.234 -4.094
C: -0.842 0.227 -3.849
C: 1.021 -1.715 -3.864
C: 1.870 0.859 -2.107
N: 1.057 0.198 -1.252
H: 3.271 2.244 1.738
H: 1.894 2.237 0.646
H: 3.048 3.555 0.620
H: 4.628 2.372 -0.553
H: 3.487 -0.411 -0.021
H: 4.666 0.343 0.991
H: 5.018 0.014 -0.708
H: 4.344 3.225 -2.354
H: 3.736 3.088 -4.808
H: 2.057 1.509 -5.500
H: 0.748 -0.108 -5.190
H: -0.980 0.426 -2.754
H: -1.624 -0.473 -4.156
H: -1.023 1.195 -4.363
H: 1.251 -1.937 -2.811
H: 1.919 -1.932 -4.423
H: 0.241 -2.421 -4.180